1) This record from the Open Molecules 2025 dataset describes 11 unconnected molecules or ions with the total composition C23H68N4O11. The level of theory is the ωB97M-V functional and the def2-TZVPD basis.

Lowest unoccupied orbital energy, eV: 0.036
SMILES: NC(N)=O.NC(N)=O.CC(C)O.CC(C)O.CC(C)O.CC(C)O.CC(C)O.CC(C)O.CO.CO.CO
Charge: 0

Atoms and positions in Å:
N1 -6.17455 -9.59541 15.72482
C1 -5.32790 -9.04425 16.55133
N2 -4.15012 -9.54734 16.57731
O1 -5.73363 -8.01587 17.35654
H1 -7.08810 -9.09580 15.70316
H2 -5.95270 -10.44313 15.30629
H3 -3.33288 -9.10501 17.02166
H4 -3.88723 -10.42339 16.18130
N3 -6.73613 -5.98502 15.99316
C2 -7.56537 -5.01501 16.30540
N4 -7.80659 -4.96779 17.58240
O2 -8.16833 -4.29254 15.29823
H5 -6.24434 -5.98874 15.08803
H6 -6.33470 -6.64553 16.66483
H7 -8.40863 -4.18863 17.81337
H8 -7.57121 -5.66346 18.29076
C3 -1.44190 -9.31817 14.85026
C4 -0.50093 -10.39935 15.38397
C5 0.85608 -9.77041 15.83135
O3 -0.99005 -11.07567 16.26251
H9 -1.85070 -8.62892 15.59959
H10 -2.31820 -9.80052 14.36886
H11 -1.02300 -8.79387 13.91614
H12 -0.29336 -11.12852 14.53515
H13 0.67637 -9.16418 16.75221
H14 1.16893 -9.10962 15.03222
H15 1.61661 -10.48811 15.98667
H16 -1.33591 -10.43984 16.89214
C6 -6.69002 -6.97855 21.75896
C7 -7.70023 -6.76800 20.61738
C8 -8.35899 -5.39465 20.60860
O4 -7.19320 -6.90396 19.47390
H17 -6.29053 -7.99850 21.84808
H18 -7.09059 -6.49221 22.68217
H19 -5.80248 -6.41742 21.59416
H20 -8.50613 -7.50998 20.78088
H21 -7.70163 -4.58271 20.19453
H22 -8.63955 -5.04563 21.58003
H23 -9.22015 -5.32667 19.98889
H24 -6.67285 -7.69207 19.42423
C9 -4.39518 -12.18781 20.28463
C10 -3.84244 -10.87383 19.82953
C11 -4.96343 -9.85213 19.92540
O5 -2.85952 -10.33512 20.37331
H25 -3.78275 -13.01755 19.97670
H26 -5.40205 -12.32863 19.87701
H27 -4.63272 -12.15671 21.41150
H28 -3.55520 -10.98658 18.75223
H29 -4.62084 -8.82821 19.71974
H30 -5.49227 -9.81637 20.88651
H31 -5.81713 -10.09984 19.23000
H32 -2.24244 -11.01986 20.57980
C12 -6.21073 -12.63557 15.05397
C13 -5.40940 -12.60512 16.36739
C14 -5.58290 -13.84839 17.21772
O6 -4.18509 -12.39811 16.23187
H33 -7.27730 -12.43719 15.14495
H34 -6.37341 -13.68678 14.61468
H35 -5.77177 -12.00761 14.21720
H36 -5.81725 -11.71722 16.87381
H37 -5.23314 -14.71662 16.72964
H38 -6.63119 -14.09322 17.39480
H39 -5.03124 -13.74738 18.16773
H40 -3.57453 -13.07418 16.51132
C15 -3.76010 -7.07974 14.11139
C16 -4.80591 -7.70137 13.21046
C17 -4.44551 -9.16507 12.78860
O7 -6.00743 -7.70254 13.60743
H41 -3.82188 -7.33566 15.14302
H42 -3.85509 -5.94699 13.98413
H43 -2.76737 -7.31099 13.82121
H44 -4.88829 -7.13798 12.25541
H45 -4.96038 -9.61078 11.93309
H46 -4.43554 -9.86781 13.62650
H47 -3.37825 -9.25296 12.56712
H48 -6.07385 -8.32516 14.35434
C18 -2.52274 -7.03398 18.36710
C19 -1.46459 -8.11050 18.30008
C20 -0.59336 -8.15692 19.51503
O8 -1.85449 -9.26232 18.03759
H49 -3.14763 -7.06916 17.49617
H50 -2.08168 -6.01859 18.28721
H51 -3.25365 -6.98167 19.18151
H52 -0.88576 -7.82150 17.45891
H53 0.00063 -7.20961 19.54238
H54 0.00232 -9.04771 19.49079
H55 -1.13492 -8.19847 20.44426
H56 -2.04505 -9.64582 18.91701
C21 -8.21242 -10.05664 12.75557
O9 -7.70563 -9.10523 11.88035
H57 -8.24692 -11.05658 12.33010
H58 -9.13115 -9.89396 13.28502
H59 -7.42357 -10.15258 13.53553
H60 -7.06659 -8.49465 12.27495
C22 -8.83337 -11.04555 17.27476
O10 -9.21652 -10.60791 15.99549
H61 -7.96770 -10.50496 17.56846
H62 -8.54789 -12.06660 17.16938
H63 -9.63146 -11.07927 18.02555
H64 -9.35309 -9.65107 16.15787
C23 -9.15769 -7.34154 14.42481
O11 -8.30475 -7.94981 15.35160
H65 -9.83924 -8.07324 14.06792
H66 -8.62918 -6.94877 13.58655
H67 -9.64301 -6.55652 14.94751
H68 -7.82533 -7.15588 15.60179

Mulliken population analysis, charges in e, atoms 1 to 6: 3.0825 -0.1703 2.3404 -1.0664 -0.0918 -1.5940

2) This record from the Open Molecules 2025 dataset describes 11 unconnected molecules or ions with the total composition C23H68N4O11. The level of theory is the ωB97M-V functional and the def2-TZVPD basis.

Lowest unoccupied orbital energy, eV: 0.220
SMILES: NC(N)=O.NC(N)=O.CC(C)O.CC(C)O.CC(C)O.CC(C)O.CC(C)O.CC(C)O.CO.CO.CO
Charge: 0

Atoms and positions in Å:
N1 1.69439 -2.13734 2.27787
C1 1.47339 -3.36234 2.31587
N2 1.74039 -3.93634 3.45387
O1 0.87339 -3.93234 1.23187
H1 1.45539 -1.65234 1.40587
H2 2.31739 -1.66134 2.98087
H3 1.46439 -4.93334 3.48787
H4 2.29739 -3.44534 4.18687
N3 -0.21961 -0.48034 3.29887
C2 -0.71561 -0.93734 4.36987
N4 -0.34761 -2.18534 4.63787
O2 -1.45961 -0.15134 5.26487
H5 -0.48561 0.47066 3.10387
H6 0.39739 -1.10534 2.74587
H7 -0.77761 -2.68934 5.31887
H8 0.37739 -2.65834 4.00387
C3 -2.65261 -2.83434 -1.71013
C4 -1.85961 -2.95834 -0.50213
C5 -2.13061 -2.02334 0.60987
O3 -1.84361 -4.08434 0.06387
H9 -2.46661 -1.79334 -1.94513
H10 -3.77861 -2.97334 -1.60213
H11 -2.46361 -3.42334 -2.58913
H12 -0.87461 -2.64734 -0.82713
H13 -2.10861 -0.97234 0.31287
H14 -1.38661 -2.09134 1.39087
H15 -3.08661 -2.14434 1.12187
H16 -1.29861 -4.03834 0.87487
C6 -3.24461 1.06766 -1.15613
C7 -4.30161 1.95266 -1.80613
C8 -4.49261 1.61966 -3.32513
O4 -5.34661 2.05666 -1.20913
H17 -3.66661 0.03366 -1.12013
H18 -2.92161 1.53166 -0.15813
H19 -2.42061 0.87266 -1.90313
H20 -3.97961 2.95266 -1.75213
H21 -3.56661 1.62566 -3.86513
H22 -4.95261 2.48066 -3.79613
H23 -4.91361 0.67766 -3.42113
H24 -5.81661 2.80666 -1.48213
C9 1.26739 2.29866 -4.22513
C10 0.45839 3.51566 -3.63413
C11 -0.99261 3.10766 -3.51313
O5 0.96939 4.02766 -2.57613
H25 1.50039 2.64166 -5.27913
H26 0.77739 1.32166 -4.10513
H27 2.25639 2.17166 -3.73613
H28 0.61339 4.35966 -4.29113
H29 -1.69861 3.75166 -2.91113
H30 -1.11661 2.09466 -3.10813
H31 -1.51161 3.15066 -4.51713
H32 0.48539 4.79066 -2.26713
C12 1.67639 3.84466 3.04387
C13 0.20039 4.02966 3.21087
C14 -0.60961 2.74066 2.92587
O6 -0.19561 4.60066 4.27987
H33 2.22839 3.39266 3.83887
H34 2.14739 4.81766 2.90287
H35 1.94439 3.28166 2.20287
H36 -0.12261 4.75866 2.53487
H37 -1.46161 3.11166 2.34487
H38 -0.96761 2.34766 3.87087
H39 -0.14961 1.96166 2.29687
H40 0.02639 5.54266 4.16387
C15 1.14539 -7.03034 -2.28913
C16 0.67539 -5.83734 -1.43813
C17 1.21539 -4.45934 -1.89013
O7 -0.56161 -5.88534 -1.53713
H41 2.18939 -7.01034 -2.13513
H42 0.85639 -6.92234 -3.33813
H43 0.79839 -8.06634 -2.12113
H44 0.95839 -5.99634 -0.38313
H45 2.33939 -4.33034 -1.73213
H46 0.81839 -3.67334 -1.21313
H47 1.01539 -4.25534 -2.93513
H48 -0.93261 -5.28434 -0.88213
C18 0.28539 1.06266 -0.73613
C19 1.61039 0.37366 -0.44713
C20 2.16439 0.81766 0.87187
O8 1.51139 -0.89334 -0.45913
H49 -0.10661 0.80566 -1.59813
H50 0.43939 2.14466 -0.76113
H51 -0.37161 0.85866 0.12787
H52 2.29439 0.73566 -1.22713
H53 1.46939 0.52366 1.63987
H54 2.40739 1.89166 0.91687
H55 3.10639 0.31266 1.04787
H56 1.17539 -1.15434 -1.33513
C21 1.19739 -1.76334 -3.76113
O9 0.08939 -1.52034 -2.91113
H57 1.57939 -0.89934 -4.28113
H58 0.79939 -2.39634 -4.46913
H59 2.02739 -2.21034 -3.20313
H60 -0.56161 -1.03734 -3.41213
C22 1.51839 5.43166 0.12387
O10 1.45039 6.44966 1.13387
H61 1.94539 5.89066 -0.78113
H62 0.61139 4.85266 0.08087
H63 2.24839 4.67866 0.39187
H64 1.88739 7.26966 1.06987
C23 2.82439 0.63566 4.20287
O11 2.79639 -0.75534 4.23787
H65 1.77939 0.90566 3.92387
H66 3.59239 1.01266 3.52387
H67 3.08839 1.11166 5.18487
H68 2.38639 -0.94234 5.05787

Mulliken population analysis, charges in e, atoms 1 to 6: 0.1352 0.1551 -0.3737 -0.5193 -0.4021 0.4686

Sorted by energy, starting with the most stable: 1), 2).